Formula: C36H37BrO6P2S
Source: the OMol25 dataset
Level of theory: ωB97M-V/def2-TZVPD

Last column: Löwdin charge in e.
Geometry (Å):
Br1 -2.539648 -5.654572 0.275455  0.5899
S1 -6.077777 -2.953564 -4.185096  0.1459
P1 -3.410696 -3.894349 -2.367875  0.5900
P2 -4.647294 -2.207804 -3.029081  0.1846
O1 -5.401725 -1.511028 -1.615117  -0.3188
O2 2.240416 2.516045 -1.223241  0.0854
O3 2.753461 7.822466 -1.518189  0.0973
O4 -2.458171 0.552278 6.191313  0.0983
O5 1.897691 -1.647705 4.024550  0.0947
O6 -3.796332 -1.024632 -3.982571  -0.3269
C1 1.376463 5.783268 -4.908106  -0.0566
C2 2.427368 1.284721 6.969111  -0.0607
C3 -1.458570 0.068023 5.675057  -0.2780
C4 -0.445396 -1.495621 4.020023  -0.0857
C5 -1.028308 -5.711261 -2.401318  -0.3035
C6 -2.981560 -2.255105 3.125267  -0.0509
C7 -1.015198 -2.141014 -2.804167  -0.2206
C8 -2.530001 -5.481439 -1.757340  -0.8324
C9 1.025044 -0.096436 5.556975  -0.0862
C10 -2.065978 -2.722685 -1.689770  -0.3432
C11 -1.583858 -0.941908 4.604348  -0.0851
C12 -2.855441 -1.331304 4.163715  0.0091
C13 1.292269 4.392493 -4.847593  -0.0576
C14 1.290781 1.888181 7.506587  -0.0585
C15 0.021232 1.490712 7.081640  0.0070
C16 3.535778 5.967734 2.155783  -0.0575
C17 2.029976 4.448291 -2.541425  -0.0845
C18 0.899158 -1.120132 4.500777  -0.2787
C19 1.804321 6.506098 -3.793331  0.0070
C20 0.795812 -0.850033 -1.248436  -0.0895
C21 1.664595 -2.403237 -3.367884  -0.1101
C22 2.735209 4.515544 -0.095709  -0.0848
C23 2.137711 5.836773 -2.609555  -0.0857
C24 -0.112195 0.492026 6.108159  -0.0854
C25 -1.842564 -2.790381 2.524290  -0.0734
C26 1.617296 3.723197 -3.666878  0.0057
C27 -0.574941 -2.417000 2.973720  0.0086
C28 3.363100 4.586688 2.243925  -0.0568
C29 2.331385 3.736042 -1.282883  -0.2755
C30 2.606424 6.608122 -1.441107  -0.2778
C31 2.888657 5.898711 -0.177606  -0.0856
C32 0.536222 -2.204894 -2.194197  -0.3673
C33 3.299266 6.625499 0.947789  0.0069
C34 -0.971672 -5.579463 -4.042711  -0.1376
C35 2.967882 3.858583 1.119655  0.0075
C36 2.297535 0.293554 5.995162  0.0045
H1 -1.241146 -0.975376 -2.917926  0.1127
H2 2.275736 -1.411181 -3.475880  0.0724
H3 -3.180453 -6.411523 -2.127642  0.0903
H4 1.543891 2.637875 -3.625322  0.1187
H5 -1.940808 -3.500764 1.706437  0.0021
H6 -2.640740 -1.784743 -1.226018  0.1031
H7 1.110958 6.305832 -5.824411  0.1082
H8 2.838426 2.780159 1.196135  0.1214
H9 -3.511871 -4.417704 -3.705618  0.0067
H10 3.850640 6.534209 3.029502  0.1078
H11 0.941519 -1.203602 -0.117440  0.0809
H12 1.872596 7.591261 -3.849535  0.1221
H13 -3.500376 -1.429275 -4.850066  0.0764
H14 -0.749861 -6.846747 -2.160877  0.1133
H15 -3.969585 -2.553023 2.781211  0.1078
H16 0.967644 3.828397 -5.719222  0.1077
H17 0.678422 -3.118552 -1.439916  0.1093
H18 -0.861157 1.964687 7.508658  0.1220
H19 -3.748924 -0.913511 4.624342  0.1223
H20 -1.421538 -3.159345 -0.805574  0.0679
H21 3.189523 -0.169618 5.576579  0.1210
H22 3.416246 1.589020 7.305174  0.1069
H23 1.236335 -2.747523 -4.408051  0.0717
H24 0.309726 -2.842942 2.503257  0.1202
H25 3.431411 7.704538 0.887813  0.1218
H26 2.436484 -3.225172 -2.985731  0.0909
H27 -0.282791 -6.478215 -4.420243  0.0896
H28 -0.393650 -4.597122 -4.385856  0.0624
H29 3.538163 4.075241 3.187984  0.1067
H30 -0.202375 -5.070866 -1.845916  0.0961
H31 -0.120584 -0.120894 -1.236172  0.0814
H32 -5.494090 -2.272612 -0.964288  0.0597
H33 -2.002762 -5.724984 -4.579990  0.0730
H34 -4.506546 -4.237391 -1.451320  0.0248
H35 1.813262 -0.322052 -1.540631  0.0771
H36 1.392208 2.667518 8.258797  0.1076
H37 -1.111659 -2.603481 -3.874358  0.0886

Cartesian forces (eV/Å) of the 6 atoms listed first:
Br 0.060 0.100 -1.603
S 0.992 0.278 0.743
P 1.645 -0.873 2.436
P -2.945 1.770 -2.075
O 1.797 -1.425 -1.180
O 0.056 0.650 -0.039

SMILES	CC[C@@H](Br)[PH2](CCC(C)C)P(O)(O)=S.O=C1c2ccccc2C(=O)c2ccccc21.O=C1c2ccccc2C(=O)c2ccccc21
LUMO energy	-1.1	eV
orbital gap	7.4	eV
DFT total energy	-149669.453	eV

=====

Formula: C15H18O2
Source: the OMol25 dataset
Level of theory: ωB97M-V/def2-TZVPD

Last column: Löwdin charge in e.
Geometry (Å):
O1 1.350311 -3.369381 -0.462841  0.1541
O2 1.505191 1.118776 1.905423  0.0418
C1 0.338766 1.603623 -0.094850  -0.0328
C2 1.521257 1.751583 -2.203351  -0.2766
C3 -0.564955 -1.922625 -0.589258  0.0590
C4 -0.550793 -1.971503 2.192170  0.0354
C5 2.637460 0.925449 -0.218470  -0.0263
C6 -2.622138 -0.585698 2.269204  -0.1730
C7 1.458953 2.014745 -3.696096  -0.0433
C8 0.485186 -2.580822 1.560793  0.0625
C9 0.466292 -2.575292 0.137917  -0.2284
C10 -1.567730 -1.254648 0.059208  0.0248
C11 0.377751 1.984458 -1.421387  -0.0346
C12 2.620701 1.165540 -1.601922  -0.0433
C13 1.519197 1.208733 0.536372  -0.3380
C14 -1.558988 -1.250116 1.476719  -0.1276
C15 -3.488679 0.445570 1.533285  -0.0704
H1 2.416440 1.087967 2.213914  0.1087
H2 -0.507584 2.380267 -1.895348  0.1127
H3 1.365475 1.073783 -4.241743  0.0818
H4 1.787206 -2.931909 -1.211356  0.1561
H5 -3.794281 1.203901 2.248291  0.0841
H6 -0.545960 -1.837920 3.263205  0.1383
H7 -2.139016 -0.036775 3.085853  0.1343
H8 -4.418757 -0.029732 1.217221  0.0878
H9 2.329654 2.580238 -4.011196  0.0830
H10 -3.201493 -1.345507 2.802342  0.1483
H11 3.421428 0.775079 -2.209942  0.1156
H12 -0.414114 -1.777436 -1.647432  0.1396
H13 -2.109280 -0.578526 -0.578109  0.1263
H14 -3.002934 0.927874 0.692198  0.0623
H15 -0.543567 1.679327 0.522416  0.1071
H16 3.573275 0.579820 0.204196  0.1159
H17 1.309123 -3.014060 2.101252  0.1410
H18 0.546620 2.555202 -3.938674  0.0739

Cartesian forces (eV/Å) of the 6 atoms listed first:
O 0.512 0.989 0.381
O -0.088 -0.251 -0.123
C 0.418 0.359 0.350
C -0.629 -0.046 -0.370
C 0.418 0.938 0.115
C 0.452 0.685 -0.080

spin multiplicity	2
net charge	+1
relative energy (zero: lowest compared OMol25 entry of this formula, charge and spin)	2.3	kcal per mole
LUMO energy (spin up / spin down)	-3.7 / -7.3	eV
orbital gap (spin up / spin down)	7.7 / 4.0	eV
⟨S²⟩	0.77
DFT total energy	-19933.696	eV

=====

Formula: C16H21AsBF6IrN8
Source: the OMol25 dataset
Level of theory: ωB97M-V/def2-TZVPD

Last column: Löwdin charge in e.
Geometry (Å):
Ir1 -0.693451 1.569680 0.473113  1.6248
As1 1.598212 4.553772 0.087734  1.0568
F1 2.551184 4.010030 1.535889  -0.2366
F2 0.645174 5.097169 -1.360548  -0.2534
F3 0.498751 3.119520 0.272531  -0.4312
F4 2.686598 3.581120 -0.993894  -0.2478
F5 0.509352 5.526275 1.169310  -0.2382
F6 2.697125 5.988865 -0.096774  -0.2426
N1 -0.086822 -0.105679 -1.658754  0.0201
N2 -1.987582 0.100474 0.737929  -0.1313
N3 0.872423 0.586534 1.169483  -0.1024
N4 -1.506350 -1.018656 0.214343  0.0029
N5 -0.339508 1.179335 -1.432900  -0.1210
N6 0.204216 -2.623615 -0.753498  0.0652
N7 0.950481 -0.601155 0.585178  0.0034
N8 0.198005 -3.485105 0.259406  0.2391
C1 2.702235 -0.424231 1.932602  0.0509
C2 -2.425688 -2.000984 0.352933  0.0056
C3 -3.216996 -0.160681 1.218139  -0.2889
C4 1.927675 0.713660 1.994433  -0.2566
C5 0.138480 -0.246563 -2.989835  0.0114
C6 0.555311 -5.932823 0.648807  0.0271
C7 2.189381 1.919556 2.832877  0.0077
C8 0.476736 -4.712843 -0.205966  -0.2550
C9 0.492570 -3.322239 -1.880987  0.0850
C10 -3.529916 -1.483449 0.992020  0.0464
C11 -0.508958 3.320344 -2.720854  0.0032
C12 0.670005 -4.649664 -1.560845  0.0687
C13 -4.083393 0.853395 1.886282  -0.0028
C14 0.022841 0.979941 -3.604880  0.0461
C15 2.057160 -1.239092 1.029460  0.0144
C16 -0.278518 1.851957 -2.592743  -0.2708
B1 -0.099832 -1.108159 -0.444879  -0.5519
H1 0.144033 1.202572 -4.656876  0.1440
H2 -1.017603 2.029963 2.102921  0.0226
H3 3.617192 -0.633537 2.470769  0.1421
H4 2.388920 -2.221868 0.723926  0.1373
H5 1.337712 2.080737 3.525925  0.1075
H6 0.370887 -1.124499 -3.538348  0.1128
H7 -4.441782 -2.003225 1.254532  0.1417
H8 0.583381 -2.972885 -2.879172  0.1328
H9 -1.532220 3.566850 -2.368829  0.1133
H10 -5.049286 0.399792 2.193948  0.1084
H11 -2.319480 -3.022025 0.013345  0.1366
H12 -3.566438 1.247137 2.785962  0.0966
H13 1.344498 -5.796313 1.417131  0.1175
H14 3.118712 1.788047 3.426519  0.1162
H15 -0.403589 3.641377 -3.778818  0.1187
H16 2.301920 2.808625 2.178020  0.0025
H17 0.799310 -6.825159 0.034407  0.1127
H18 -4.284330 1.689219 1.184221  0.1035
H19 -0.420717 -6.096202 1.151376  0.1172
H20 0.232632 3.867036 -2.101960  0.0168
H21 0.909347 -5.462332 -2.234113  0.1508

Cartesian forces (eV/Å) of the 6 atoms listed first:
Ir -3.354 2.193 3.789
As 3.554 6.001 -0.463
F -0.937 2.281 -2.853
F 1.573 0.310 2.844
F 0.634 1.028 -0.126
F -2.082 0.704 1.635

spin multiplicity	5
net charge	+2
LUMO energy (spin up / spin down)	-6.8 / -11.2	eV
orbital gap (spin up / spin down)	8.7 / 4.5	eV
⟨S²⟩	6.03
DFT total energy	-109493.436	eV

=====

Formula: C3H5N3S
Source: the OMol25 dataset
Level of theory: ωB97M-V/def2-TZVPD

Last column: Löwdin charge in e.
Geometry (Å):
S1 -3.146376 -0.418466 -0.019356  0.7302
N1 -0.943606 1.267634 0.026454  0.0379
N2 2.062590 -0.755682 0.111502  0.0480
N3 0.821848 -0.129273 -0.099277  -0.2154
C1 -1.408406 -0.009667 0.006600  -0.7088
C2 0.362394 1.143899 -0.086705  -0.2055
C3 -0.331469 -0.929958 -0.070120  -0.0706
H1 -0.054621 -1.951740 -0.314462  0.1103
H2 2.746711 -0.691111 -0.702069  0.1158
H3 2.447385 -0.352804 1.060018  0.1433
H4 -3.595055 0.786722 0.417586  -0.1295
H5 1.038610 2.040444 -0.330175  0.1443

Cartesian forces (eV/Å) of the 6 atoms listed first:
S 0.376 0.406 0.172
N 0.766 -0.537 -0.536
N 1.675 1.523 1.311
N -1.886 -0.701 -0.399
C 0.808 -2.162 -0.133
C 1.966 2.828 -0.275

SMILES	Nn1cnc(S)c1
relative energy (zero: lowest compared OMol25 entry of this formula, charge and spin)	50.7	kcal per mole
LUMO energy	0.7	eV
orbital gap	8.7	eV
DFT total energy	-18495.698	eV

=====

Formula: C20H20N4O4S2Tc
Source: the OMol25 dataset
Level of theory: ωB97M-V/def2-TZVPD

Last column: Löwdin charge in e.
Geometry (Å):
Tc1 -1.322073 0.067074 -0.118010  1.4949
S1 3.270195 0.509128 -0.939469  0.9117
S2 0.713007 -1.051851 -0.309727  0.6894
O1 -2.529431 -2.255675 -3.068272  0.0818
O2 -1.967759 -0.593311 1.670433  -0.2435
O3 -2.376227 -1.320283 -1.092695  -0.1692
O4 -2.110371 2.551534 -3.227281  0.0668
N1 1.265830 1.443019 0.547648  -0.0651
N2 -2.724342 1.795253 0.081002  -0.0245
N3 0.034699 1.251908 1.116507  -0.1365
N4 -1.189920 0.847086 -1.972822  -0.1421
C1 1.628641 0.431580 -0.143792  -0.9712
C2 3.200100 -4.436694 -2.505806  -0.0880
C3 3.488951 -2.056928 -2.131311  -0.2961
C4 -2.157686 2.750472 -0.869983  -0.1414
C5 -2.336318 0.263107 2.606671  -0.3562
C6 -3.852204 0.900282 4.355178  -0.0750
C7 -3.080719 1.986701 4.718873  -0.0913
C8 2.979763 -0.632757 -2.305922  -0.4757
C9 4.557616 -4.613723 -2.333833  -0.1060
C10 2.654274 -3.166467 -2.384240  -0.0563
C11 -1.497964 1.394254 2.977352  -0.1324
C12 -0.175989 1.680893 2.330623  -0.1994
C13 0.931684 2.255444 3.242366  0.0069
C14 -1.395371 -0.177930 -3.020574  -0.1016
C15 -3.548809 0.054017 3.289563  0.0027
C16 5.353894 -3.549426 -2.010797  -0.0860
C17 -2.192717 -1.333200 -2.365582  -0.6435
C18 4.811250 -2.282185 -1.879235  -0.0725
C19 -1.905971 2.198509 4.039454  -0.0571
C20 -1.843899 2.026834 -2.157849  -0.5322
H1 6.397720 -3.668054 -1.757127  0.1048
H2 -1.268003 2.967995 4.432379  0.1046
H3 -3.383158 2.586277 5.536292  0.0945
H4 3.502604 -0.075644 -3.088487  0.0780
H5 5.480119 -1.468673 -1.636635  0.1081
H6 -4.251411 -0.671180 2.953939  0.1108
H7 0.827521 1.747164 4.203913  0.0931
H8 -1.840695 0.282337 -3.908229  0.1256
H9 1.567293 -2.981490 -2.511679  0.1055
H10 1.911876 2.074816 2.825213  0.0683
H11 -1.306438 3.141130 -0.372362  0.1062
H12 0.691025 3.324856 3.385666  0.0955
H13 -0.466256 -0.643334 -3.365429  0.1093
H14 1.941899 -0.610171 -2.588795  0.0316
H15 -2.693087 2.157924 1.042843  0.0978
H16 -3.681885 1.585975 -0.122952  0.1179
H17 4.931170 -5.627960 -2.454445  0.1057
H18 -2.817119 3.563625 -0.998326  0.1140
H19 -4.717255 0.672724 4.980544  0.1112
H20 2.491943 -5.294982 -2.694796  0.1262

Cartesian forces (eV/Å) of the 6 atoms listed first:
Tc -0.284 -0.448 1.276
S -1.634 0.066 1.045
S -0.017 -0.183 -0.115
O -0.251 -0.116 -0.073
O -0.104 0.456 -0.307
O 0.286 1.266 1.980

spin multiplicity	4
LUMO energy (spin up / spin down)	-0.7 / -1.5	eV
orbital gap (spin up / spin down)	7.6 / 7.4	eV
⟨S²⟩	3.77
DFT total energy	-59084.808	eV

=====

Q: The lowest DFT total energy belongs to which entry?
A: C36H37BrO6P2S